(1)
70
Properties=species:S:1:pos:R:3:lowdin_charge:R:1 method="wB97M-V/def2-TZVPD" orbital_gap_ev=6.97 homo_energy_ev=-5.063 e_lumo_ev=1.9 total_charge=-1 mol_weight_g_mol=692.63
Rb 0.23057 -1.37213 0.39483 0.6486
C 2.82227 2.89602 -1.43337 -0.0145
C 2.33618 1.76638 -0.56798 -0.2595
N 1.09724 1.49999 -0.39651 0.0508
N 0.18185 2.21910 -1.09902 -0.0437
C -1.15828 2.12311 -0.81149 -0.9277
N -1.92577 2.54218 -1.87682 0.0743
S -1.78862 1.60190 0.61030 0.6322
C 3.30646 0.84960 0.10060 -0.2336
C 4.62712 0.78089 -0.31590 -0.0267
C 5.45344 -0.19141 0.23318 -0.0585
C 4.93915 -1.06157 1.16991 -0.0428
C 3.61367 -0.89092 1.54976 -0.1321
N 2.81454 0.04078 1.04827 0.0753
H 2.19639 3.77844 -1.28627 0.0843
H 2.79393 2.62401 -2.49264 0.0731
H 3.84477 3.17186 -1.19050 0.0777
H 0.46071 2.74327 -1.91538 0.1253
H -1.61702 2.20677 -2.77972 0.0903
H -2.90499 2.35987 -1.71515 0.0712
H 5.00058 1.41874 -1.10632 0.1043
H 6.47607 -0.28663 -0.10947 0.1112
H 5.51581 -1.88349 1.56739 0.1116
H 3.17072 -1.56112 2.27624 0.1130
C -2.47797 -5.10832 -2.55821 -0.0508
C -3.69202 -4.30092 -2.15023 -0.5075
C -4.96318 -5.12438 -2.06967 -0.0498
O -3.44356 -3.76051 -0.83715 -0.3273
P -3.32213 -2.16826 -0.62767 -0.1955
S -3.01496 -1.82682 1.28463 0.1581
S -2.11647 -1.36803 -2.00038 0.1612
O -4.84895 -1.75681 -1.02774 -0.3356
C -5.19557 -0.36260 -0.95498 -0.5275
C -5.59519 0.08948 -2.34587 -0.0605
C -6.30177 -0.20993 0.06849 -0.0523
H -2.64219 -5.57520 -3.53235 0.0793
H -2.28441 -5.89033 -1.82088 0.0862
H -1.60712 -4.45634 -2.62037 0.0594
H -3.83309 -3.47757 -2.85244 0.1024
H -4.84071 -5.93413 -1.34656 0.0826
H -5.20221 -5.55812 -3.04355 0.0770
H -5.79286 -4.49462 -1.74836 0.0763
H -4.32105 0.20572 -0.62290 0.0771
H -6.45346 -0.48899 -2.69761 0.0801
H -4.76394 -0.06090 -3.03543 0.0548
H -5.87055 1.14804 -2.33893 0.0760
H -7.17233 -0.79961 -0.23017 0.0806
H -6.60028 0.83710 0.15605 0.0784
H -5.95313 -0.56246 1.03894 0.0648
C 1.51181 0.31514 -3.66642 -0.0245
C 2.95705 -0.06813 -3.48680 -0.1971
C 3.98316 0.63370 -4.10147 -0.0916
C 5.29610 0.20272 -3.97897 -0.6757
Cl 6.57278 1.11636 -4.75632 0.6151
C 5.60379 -0.93709 -3.26295 -0.1078
C 4.59016 -1.64053 -2.62061 0.0067
C 3.28061 -1.19256 -2.71611 -0.2472
O 2.23969 -1.76987 -2.06541 -0.0828
C 2.31738 -3.20628 -1.80966 -0.0726
C 2.94095 -3.49489 -0.41936 -0.6976
O 4.15960 -3.73742 -0.36541 -0.0397
O 2.10716 -3.41194 0.51876 -0.1674
H 1.42343 1.22962 -4.25685 0.0795
H 1.00159 0.44402 -2.71161 0.0540
H 0.97065 -0.48006 -4.18283 0.0956
H 3.75931 1.50770 -4.70236 0.1076
H 6.63110 -1.26792 -3.18727 0.1056
H 4.80776 -2.50819 -2.00261 0.1068
H 2.85146 -3.67387 -2.63677 0.1264
H 1.27159 -3.51662 -1.80417 0.1147



(2)
72
Properties=species:S:1:pos:R:3:lowdin_charge:R:1 method="wB97M-V/def2-TZVPD" orbital_gap_ev=8.53 homo_energy_ev=-10.619 e_lumo_ev=-2.1 total_charge=+1 mol_weight_g_mol=636.27
Cu -1.03586 -0.53994 0.33773 0.1213
C 1.39193 2.89932 3.45643 0.0079
C 0.38030 1.83640 3.65383 -0.3246
N -0.30813 1.64692 4.72415 0.1353
N -1.11734 0.58181 4.45070 0.0448
C -0.96198 0.09147 3.21242 -0.7287
S -1.73888 -1.18572 2.48178 0.7659
N 0.01297 0.90790 2.68905 -0.0700
N 0.50952 0.72965 1.41023 0.1128
H 1.53820 3.40335 4.40802 0.0938
H 1.05175 3.63475 2.72518 0.0897
H 2.34372 2.48661 3.12094 0.0885
H -1.73945 0.22776 5.15632 0.1619
H 1.39249 0.22996 1.41765 0.0989
H 0.60285 1.60351 0.90620 0.1127
N -0.55939 1.91442 -3.86909 0.1028
C 0.62779 1.31941 -3.58570 -0.6848
N 0.94427 0.82127 -2.43568 0.0912
C 2.21142 0.25369 -2.48432 -0.3167
C 2.88622 -0.35620 -1.43119 -0.0334
C 4.16614 -0.84243 -1.63863 -0.0838
C 4.78648 -0.74827 -2.88060 -0.0830
C 4.13275 -0.15378 -3.94444 -0.0847
C 2.85664 0.34058 -3.73194 -0.4769
S 1.82203 1.14848 -4.87370 1.0914
H -1.11526 2.20829 -3.08782 0.0449
H -0.63310 2.46520 -4.70681 0.0992
H 2.40441 -0.44175 -0.46829 0.0768
H 4.70538 -1.29606 -0.81931 0.0928
H 5.78759 -1.13592 -3.01146 0.1083
H 4.60529 -0.06248 -4.91335 0.1135
O 3.44583 -1.68656 2.59515 -0.0536
C 3.96968 -2.84012 1.95752 -0.2450
N 3.36498 -4.06786 2.39269 0.1049
C 2.32396 -4.71907 1.79885 -0.4445
O 1.94663 -5.81069 2.16316 0.1073
C 1.62367 -4.00592 0.67595 -0.1111
C 1.45259 -4.66022 -0.54053 0.0287
C 0.69278 -4.04932 -1.52236 -0.0183
C 0.09781 -2.83019 -1.24252 -0.1057
N 0.24309 -2.20659 -0.06945 0.0082
C 1.00159 -2.78504 0.85963 -0.0943
H 3.62533 -1.74547 3.53927 0.0936
H 5.04920 -2.91223 2.10419 0.1358
H 3.75981 -2.71001 0.89994 0.1077
H 3.76769 -4.55835 3.17768 0.1546
H 1.90130 -5.63290 -0.69368 0.1343
H 0.54708 -4.51707 -2.48564 0.1162
H -0.50989 -2.32373 -1.98170 0.1149
H 1.09890 -2.25680 1.80176 0.1033
C -3.71711 0.94087 0.83220 -0.1949
N -2.61435 0.91864 -0.17366 -0.1269
C -2.07994 2.30053 -0.24506 -0.1826
N -3.09215 3.27696 -0.60176 -0.0785
C -4.15792 3.23071 0.40823 -0.1556
N -4.74939 1.89658 0.48659 -0.0831
C -5.30613 1.55020 -0.82233 -0.1517
N -4.26364 1.56606 -1.85388 -0.0807
C -3.23433 0.60936 -1.49232 -0.1623
C -3.69019 2.90982 -1.88989 -0.1572
H -3.29555 1.20972 1.80192 0.1061
H -4.14523 -0.05915 0.90116 0.1208
H -1.26417 2.32292 -0.97194 0.1076
H -1.68481 2.56401 0.74123 0.1192
H -4.92942 3.95432 0.14426 0.1315
H -3.74684 3.50188 1.38313 0.1302
H -6.07799 2.27409 -1.08482 0.1315
H -5.75329 0.55608 -0.77474 0.1327
H -2.45197 0.60107 -2.25342 0.1133
H -3.68215 -0.38427 -1.43471 0.1329
H -4.48039 3.62428 -2.12103 0.1325
H -2.93580 2.96532 -2.67736 0.1105



(3)
67
Properties=species:S:1:pos:R:3:lowdin_charge:R:1 method="wB97M-V/def2-TZVPD" orbital_gap_ev=10.04 homo_energy_ev=-13.310 e_lumo_ev=-3.3 total_charge=+1 mol_weight_g_mol=493.56
F 3.22411 -2.36518 1.16195 0.1410
C 3.88351 -1.94491 0.06948 -0.5966
F 2.92873 -1.51692 -0.79533 0.1153
F 4.47155 -3.00213 -0.48181 0.1649
C 4.90211 -0.87334 0.39795 -0.0800
O 4.34670 0.12817 1.22177 -0.0890
C 3.68614 1.15188 0.50140 -0.1795
C 2.46984 1.61697 1.27675 -0.0533
N 1.30217 0.76230 0.98075 -0.0259
C 1.08600 -0.35144 1.70900 -0.0061
C 0.05840 -1.20548 1.39201 0.0068
C -0.76797 -0.90234 0.31578 -0.0124
C -0.53816 0.26496 -0.40061 0.0014
C 0.50640 1.07703 -0.05559 -0.0081
H 5.33017 -0.46877 -0.51647 0.0974
H 5.69783 -1.37055 0.95102 0.1563
H 3.37238 0.80129 -0.48361 0.1199
H 4.34808 2.00979 0.35262 0.1338
H 2.22968 2.62713 0.95660 0.1385
H 2.65407 1.56355 2.34559 0.1448
H 1.76117 -0.54488 2.52820 0.1485
H -0.07811 -2.10922 1.96744 0.1319
H -1.56646 -1.56852 0.02460 0.0740
H -1.16660 0.53471 -1.23676 0.1197
H 0.73082 1.97132 -0.61235 0.1015
C 0.13610 2.11569 -4.19527 -0.0530
C 1.11751 2.57379 -3.22110 -0.2499
N 1.90089 2.93401 -2.46291 0.1403
H 0.04875 1.02936 -4.15340 0.0268
H -0.83183 2.56668 -3.98311 0.0928
H 0.45168 2.40866 -5.19471 0.0912
C -4.93082 -1.44378 0.40010 -0.0652
C -4.48565 -0.07590 0.17000 -0.2907
N -4.11753 0.99768 -0.00045 0.1218
H -4.71093 -1.72810 1.42880 0.0539
H -6.00463 -1.51707 0.23980 0.0886
H -4.42175 -2.12484 -0.28072 0.0763
C 0.79353 -3.94745 -2.22757 -0.0572
C -0.48510 -3.76631 -1.55750 -0.2533
N -1.49072 -3.62441 -1.02453 0.1420
H 0.69826 -4.72130 -2.98733 0.0899
H 1.09339 -3.01152 -2.69622 0.0343
H 1.55190 -4.25055 -1.50731 0.0830
C 1.76575 -1.96588 -6.33732 -0.0434
C 1.07195 -1.52645 -5.13484 -0.2410
N 0.51339 -1.17658 -4.19587 0.1426
H 2.58044 -2.63647 -6.07070 0.0904
H 1.07098 -2.48886 -6.99145 0.0920
H 2.17115 -1.10433 -6.86384 0.0893
C 5.42355 2.34707 -2.73738 -0.0667
C 6.08136 1.05411 -2.58956 -0.2718
N 6.62846 0.05243 -2.46790 0.1428
H 5.54356 2.93193 -1.82739 0.0806
H 5.87283 2.89288 -3.56476 0.0890
H 4.36110 2.21440 -2.93542 0.0446
C -5.94662 0.49226 4.35420 -0.0711
C -5.70121 -0.92748 4.13922 -0.2797
N -5.50497 -2.04433 3.96299 0.1276
H -5.10960 0.94041 4.88603 0.0496
H -6.07341 0.99534 3.39680 0.0813
H -6.85029 0.62134 4.94672 0.0800
C -6.94844 3.23445 7.80994 -0.0635
C -5.66711 2.84939 7.23371 -0.2755
N -4.65084 2.54748 6.79713 0.1321
H -6.79926 3.60293 8.82274 0.0864
H -7.40356 4.01936 7.20922 0.0847
H -7.61483 2.37458 7.84076 0.0830